1.
This record from OMol25 describes a single C4H10S2Si molecule in a non-equilibrium geometry. The level of theory is wB97M-V/def2-TZVPD.

- Orbital gap (spin up / spin down): 5.30 / 5.30 eV
- Max |F|: 0.072 hartree/bohr
- HOMO (spin up / spin down): -7.57 / -7.57 eV
- Relative energy (zero: lowest compared OMol25 entry of this formula, charge and spin): 88.2 kcal/mol
- Lowest unoccupied orbital energy (spin up / spin down): -2.2710 / -2.2705 eV
- Multiplicity: 1

Geometry (Å):
C: 2.001 -0.418 -0.364
C: -0.561 -2.006 -0.295
C: -0.183 0.346 1.821
C: -0.479 0.971 -1.419
Si: 0.208 -0.218 -0.105
S: 1.927 -3.309 0.756
S: -0.081 -3.010 1.059
H: 2.366 -1.323 -0.742
H: 2.632 0.128 0.342
H: -1.702 -1.768 -0.345
H: -0.185 -2.279 -1.321
H: 0.600 -0.135 2.490
H: -0.101 1.416 1.844
H: -1.207 -0.055 1.785
H: -1.180 0.580 -2.128
H: -1.023 1.949 -0.987
H: 0.480 1.429 -1.964

Mulliken population analysis, charges in e, atoms 1 to 8: -0.81 -0.64 -1.00 -1.06 0.62 -0.22 0.00 0.42

---

2.
This record from OMol25 describes 2 unconnected molecules or ions with the total composition CH8N3O in a non-equilibrium geometry. The level of theory is wB97M-V/def2-TZVPD.

- <S²>: 0.7921
- Orbital gap (spin up / spin down): 11.33 / 5.75 eV
- Max |F|: 0.063 hartree/bohr
- HOMO (spin up / spin down): -20.99 / -20.94 eV
- Relative energy (zero: lowest compared OMol25 entry of this formula, charge and spin): 39.3 kcal/mol
- Lowest unoccupied orbital energy (spin up / spin down): -9.6535 / -15.1897 eV
- Multiplicity: 2
- Charge: +2

Geometry (Å):
N: 0.958 1.021 -0.563
C: 0.765 -0.308 -0.342
N: -0.434 -0.843 -0.274
N: 1.905 -1.037 -0.019
H: 1.569 1.421 0.098
H: 0.163 1.567 -0.506
H: -0.701 -1.802 -0.038
H: -1.286 -0.090 -0.360
H: 2.835 -0.686 0.225
H: 1.935 -1.986 -0.491
H: -2.662 1.689 0.469
H: -2.758 0.251 1.226
O: -2.288 0.803 0.576

Mulliken population analysis, charges in e, atoms 1 to 8: -0.40 0.65 -0.15 -0.10 0.29 0.26 0.30 0.40

---

3.
This record from OMol25 describes a single C6H10 molecule in a non-equilibrium geometry. The level of theory is wB97M-V/def2-TZVPD.

- Orbital gap: 4.58 eV
- Max |F|: 0.087 hartree/bohr
- HOMO: -6.23 eV
- Relative energy (zero: lowest compared OMol25 entry of this formula, charge and spin): 199.0 kcal/mol
- Lowest unoccupied orbital energy: -1.6503 eV
- Multiplicity: 1

Geometry (Å):
C: -2.257 -1.282 0.000
C: -0.888 -1.065 0.338
C: 0.011 0.121 -0.163
C: -0.778 1.190 -0.018
C: 2.417 0.923 0.165
C: 1.432 0.050 -0.463
H: -1.500 -0.386 0.900
H: -2.862 -1.581 0.825
H: -2.595 -1.630 -0.999
H: 2.025 1.936 0.303
H: -0.092 -1.841 0.416
H: -1.889 1.155 -0.120
H: -0.445 2.238 -0.227
H: 2.633 0.460 1.170
H: 3.329 0.884 -0.511
H: 1.772 -0.850 -0.908

Mulliken population analysis, charges in e, atoms 1 to 8: -0.93 -0.36 0.81 -1.05 -0.87 -0.50 0.24 0.29

---

4.
This record from OMol25 describes 6 unconnected molecules or ions with the total composition C28H61BO10S in a non-equilibrium geometry. The level of theory is wB97M-V/def2-TZVPD.

- Orbital gap: 7.40 eV
- Max |F|: 0.179 hartree/bohr
- HOMO: -8.41 eV
- SMILES: CCSCC1=C(CB(O)O)C(=O)OC1=O.CCOCC.CCOCC.CCOCC.CCOCC.CCOCC
- Lowest unoccupied orbital energy: -1.0083 eV
- Multiplicity: 1

Geometry (Å):
C: 2.643 -0.281 0.470
C: 1.387 -0.803 1.389
S: 0.667 -2.325 0.569
C: -1.001 -1.993 -0.217
C: -1.843 -0.747 0.436
C: -1.740 0.730 0.287
C: -0.656 1.532 -0.650
B: 0.157 2.637 0.257
O: 0.023 2.602 1.756
O: 1.063 3.650 -0.361
C: -2.940 1.468 1.188
O: -3.201 2.781 1.092
O: -3.623 0.442 2.022
C: -3.133 -0.838 1.446
O: -3.811 -1.960 1.760
H: 2.993 -1.109 -0.308
H: 2.447 0.711 -0.119
H: 3.593 -0.078 1.152
H: 0.607 0.021 1.678
H: 1.865 -1.173 2.419
H: -1.660 -2.971 -0.030
H: -0.978 -1.859 -1.391
H: 0.020 0.809 -1.278
H: -1.300 2.145 -1.446
H: 0.091 3.541 2.123
H: 0.526 4.307 -0.894
C: -1.108 -1.386 5.867
C: -1.375 -1.810 4.432
O: -0.354 -2.641 3.886
C: -0.119 -3.879 4.554
C: -1.337 -4.787 4.591
H: -0.149 -0.859 5.939
H: -1.903 -0.723 6.223
H: -1.062 -2.242 6.543
H: -1.418 -0.914 3.804
H: -2.350 -2.297 4.339
H: 0.268 -3.695 5.562
H: 0.682 -4.385 4.004
H: -2.169 -4.335 5.135
H: -1.090 -5.735 5.080
H: -1.687 -4.998 3.575
C: 4.191 7.207 -1.509
C: 3.023 7.834 -2.254
O: 1.750 7.435 -1.752
C: 1.478 7.753 -0.388
C: 1.527 9.242 -0.093
H: 4.125 6.113 -1.545
H: 5.140 7.519 -1.957
H: 4.207 7.499 -0.457
H: 3.062 7.514 -3.300
H: 3.101 8.925 -2.263
H: 2.153 7.196 0.270
H: 0.468 7.384 -0.177
H: 2.516 9.665 -0.281
H: 1.273 9.431 0.955
H: 0.815 9.781 -0.728
C: -0.392 -2.069 -6.063
C: -0.839 -2.098 -4.610
O: -1.424 -0.874 -4.171
C: -2.594 -0.446 -4.865
C: -3.741 -1.439 -4.786
H: 0.326 -1.256 -6.227
H: 0.080 -3.018 -6.336
H: -1.230 -1.906 -6.744
H: 0.038 -2.271 -3.978
H: -1.522 -2.932 -4.424
H: -2.349 -0.208 -5.905
H: -2.908 0.494 -4.399
H: -3.486 -2.397 -5.243
H: -4.623 -1.044 -5.300
H: -4.005 -1.636 -3.741
C: 3.077 2.545 4.774
C: 3.725 1.201 4.484
O: 4.533 1.201 3.309
C: 5.634 2.106 3.297
C: 6.633 1.859 4.415
H: 2.461 2.864 3.924
H: 2.442 2.479 5.664
H: 3.819 3.326 4.951
H: 2.937 0.459 4.322
H: 4.306 0.850 5.342
H: 5.273 3.140 3.311
H: 6.141 1.970 2.335
H: 6.183 1.987 5.402
H: 7.474 2.554 4.335
H: 7.019 0.835 4.363
C: -3.240 -7.078 -2.413
C: -3.879 -5.730 -2.707
O: -3.361 -5.099 -3.876
C: -3.515 -5.810 -5.102
C: -4.965 -6.088 -5.461
H: -2.154 -6.971 -2.303
H: -3.649 -7.500 -1.489
H: -3.418 -7.797 -3.215
H: -3.676 -5.055 -1.870
H: -4.968 -5.816 -2.775
H: -2.929 -6.734 -5.078
H: -3.072 -5.184 -5.885
H: -5.458 -6.716 -4.716
H: -5.027 -6.600 -6.427
H: -5.530 -5.152 -5.525

Mulliken population analysis, charges in e, atoms 1 to 8: -0.70 0.23 -0.23 -0.03 0.13 0.72 -0.55 0.58

---

5.
This record from OMol25 describes a gas-phase ion, C5H13N2 (charge +2) in a non-equilibrium geometry. The level of theory is wB97M-V/def2-TZVPD.

- <S²>: 0.7545
- Orbital gap (spin up / spin down): 11.21 / 6.89 eV
- Max |F|: 0.117 hartree/bohr
- HOMO (spin up / spin down): -19.98 / -19.93 eV
- Relative energy (zero: lowest compared OMol25 entry of this formula, charge and spin): 93.7 kcal/mol
- Lowest unoccupied orbital energy (spin up / spin down): -8.7731 / -13.0415 eV
- Multiplicity: 2
- Charge: +2

Geometry (Å):
C: -0.783 -1.882 -0.122
C: 0.221 -1.304 0.989
C: 1.128 -0.081 0.432
N: -0.897 3.087 0.010
C: -0.681 1.855 0.307
C: 0.435 1.166 -0.309
N: 0.061 -1.898 -1.382
H: -0.940 -2.896 0.209
H: -1.729 -1.291 -0.434
H: 0.801 -2.100 1.433
H: -0.532 -0.918 1.747
H: 1.761 0.430 1.170
H: 1.876 -0.625 -0.168
H: -1.647 3.808 0.253
H: -0.182 3.528 -0.584
H: -1.121 1.411 1.208
H: 1.333 1.838 -0.339
H: 0.379 0.892 -1.410
H: -0.323 -2.561 -2.000
H: 0.841 -2.458 -1.007

Mulliken population analysis, charges in e, atoms 1 to 8: -0.39 -0.69 -0.85 -0.21 0.10 -0.66 -0.17 0.41

---

6.
This record from OMol25 describes 2 unconnected molecules or ions with the total composition C4H11S in a non-equilibrium geometry. The level of theory is wB97M-V/def2-TZVPD.

- Orbital gap: 5.64 eV
- Max |F|: 0.045 hartree/bohr
- HOMO: -2.04 eV
- Relative energy (zero: lowest compared OMol25 entry of this formula, charge and spin): 28.0 kcal/mol
- Lowest unoccupied orbital energy: 3.5998 eV
- Multiplicity: 1
- Charge: -1

Geometry (Å):
C: -2.703 -0.207 -0.036
S: -3.170 -1.322 -1.443
H: -3.621 0.350 0.183
H: -2.256 -0.679 0.833
H: -2.119 0.715 -0.273
C: 2.034 -0.801 -0.123
C: 0.747 -0.021 -0.452
C: 0.774 1.145 0.595
H: 2.906 -0.155 -0.284
H: 2.282 -1.696 -0.719
H: 2.057 -1.257 0.869
H: -0.049 -0.730 -0.236
H: 0.639 0.381 -1.452
H: 0.309 2.046 0.192
H: 0.358 0.807 1.542
H: 1.810 1.424 0.805

Mulliken population analysis, charges in e, atoms 1 to 8: -0.80 -0.75 0.29 0.21 0.07 -1.33 0.03 -1.16

---

Among the records above, which one has the lowest max |F|? C4H11S

---

What is the max |F| in the fourth record? 0.179 hartree/bohr